[1]
Here is a cluster of 4 separate species, C19H25N3O3PS in total at a distorted geometry from the Open Molecules 2025 dataset. Energies are from wB97M-V/def2-TZVPD.

```
52
Properties=species:S:1:pos:R:3:forces:R:3
O 2.6749 0.3736 -4.4379 -2.0 0.4 -0.5
C 1.5918 0.6607 -3.4400 0.5 0.4 1.5
C 1.0043 2.1865 -3.5496 0.3 -0.1 -0.8
C -0.3200 2.3635 -4.4967 -1.0 0.9 0.4
C -1.4520 1.1903 -4.3512 0.1 1.7 -1.7
P -3.2365 1.8310 -4.5570 2.0 -1.8 0.0
O -4.1786 1.1396 -3.2199 0.1 0.5 -1.8
O -3.4227 3.5599 -4.4770 -0.8 -2.3 2.2
S -4.0334 1.0619 -6.1866 -0.6 0.3 0.1
H 2.2756 0.4198 -5.3576 0.5 0.0 1.8
H 0.7861 -0.1878 -3.4254 1.3 1.9 -0.3
H 2.1459 0.5969 -2.3839 -1.1 0.1 -2.4
H 1.8658 2.8357 -4.0604 -1.6 -1.3 1.3
H 0.7885 2.6186 -2.4760 0.4 -1.0 -2.1
H -0.0052 2.5451 -5.6276 -0.4 -0.4 2.2
H -0.8399 3.3811 -4.1571 1.3 -2.0 -0.7
H -1.2575 0.4656 -5.2767 -1.0 1.5 1.9
H -4.7360 0.3968 -3.6139 1.2 1.7 0.3
H -3.8914 3.7698 -3.6123 0.8 -0.3 -1.5
N -3.4444 0.7664 1.0429 -1.0 -0.4 0.1
C -4.0129 0.4182 -0.1322 0.8 0.3 0.5
C -5.2901 -0.1074 -0.2445 -0.3 -0.1 0.4
C -6.0305 -0.2919 0.9184 0.0 0.0 -0.1
C -5.4715 0.0554 2.1440 0.0 0.0 -0.2
C -4.1881 0.5774 2.1545 0.5 0.2 -0.7
H -3.3942 0.5780 -1.0105 -0.2 0.0 0.0
H -5.6975 -0.3671 -1.2150 0.1 0.1 0.1
H -7.0347 -0.7027 0.8701 0.1 0.0 0.0
H -6.0224 -0.0766 3.0683 0.1 0.0 -0.1
H -3.7095 0.8672 3.0858 -0.1 0.0 0.0
N 1.7233 1.3000 0.1990 -0.1 -0.8 0.7
C 2.7424 0.5601 0.6883 -0.7 0.5 -0.3
C 2.5708 -0.5247 1.5332 -0.2 0.0 0.0
C 1.2759 -0.8718 1.9039 -0.1 0.0 0.0
C 0.2057 -0.1278 1.4180 0.3 -0.2 0.2
C 0.4775 0.9378 0.5751 0.7 0.5 -0.4
H 3.7336 0.8725 0.3728 0.0 0.0 0.0
H 3.4259 -1.0850 1.8939 -0.2 0.1 0.0
H 1.1021 -1.7152 2.5658 0.1 0.1 -0.1
H -0.8152 -0.3723 1.6885 0.0 0.1 -0.1
H -0.3241 1.5468 0.1666 0.0 -0.1 0.0
N 3.5530 -2.5348 4.0652 0.8 -0.4 0.6
C 4.8261 -2.5805 3.6152 -0.9 0.0 0.3
C 5.8990 -3.0087 4.3805 -0.1 -0.1 0.3
C 5.6549 -3.4115 5.6891 0.0 0.0 0.0
C 4.3545 -3.3739 6.1820 0.3 0.0 -0.1
C 3.3467 -2.9337 5.3391 0.0 0.3 -0.9
H 4.9658 -2.2531 2.5891 0.1 -0.1 0.1
H 6.9007 -3.0272 3.9663 -0.1 0.0 0.0
H 6.4709 -3.7521 6.3198 -0.1 0.0 -0.1
H 4.1314 -3.6806 7.1976 0.0 0.0 -0.1
H 2.3148 -2.8896 5.6760 0.1 0.0 0.0
```
Positions in Å, forces in eV/Å.

## Properties
HOMO energy: -2.8827 eV
Frontier orbital gap: 4.918 eV
Net charge: -1

=====

[2]
Here is an isolated molecule of C2H8N4S at a distorted geometry from the Open Molecules 2025 dataset. Energies are from wB97M-V/def2-TZVPD.

```
15
Properties=species:S:1:pos:R:3:forces:R:3
H -1.1199 0.4150 2.7929 0.5 -0.7 0.1
N -0.6323 -0.3628 2.3027 -1.0 0.9 0.9
C -0.4316 0.0568 1.1349 0.5 -0.8 -1.6
N -0.6064 1.3385 0.6178 -0.8 0.0 2.2
S -1.4465 2.5539 1.4036 1.1 0.8 1.3
N -0.0389 -0.8727 0.1328 0.0 0.3 0.8
N 0.7355 -0.3157 -0.9283 1.0 -1.2 0.8
C 0.5938 -1.1623 -2.0856 -1.3 0.1 -1.8
H -0.2616 1.5312 -0.2645 0.8 0.2 -1.9
H -0.4582 3.2037 2.2844 -1.2 -1.2 -1.4
H 0.3163 -1.7561 0.5512 -0.3 1.0 -0.4
H 1.7104 -0.4661 -0.6537 0.0 0.7 0.1
H -0.4496 -1.0523 -2.4966 1.1 -0.1 0.3
H 1.3315 -0.8843 -2.8487 -0.3 0.3 0.1
H 0.7575 -2.2267 -1.9429 0.0 -0.3 0.6
```
Positions in Å, forces in eV/Å.

## Properties
HOMO energy: -9.1667 eV
Frontier orbital gap: 9.919 eV
Net charge: 0
Structure (SMILES): [H]/N=C(\NS)NNC
Energy relative to the best compared isomer or geometry (same formula, charge and spin): 7.92 kcal/mol

=====

[3]
Here is a structure of composition C4H8F6MnN3O4S2 at a distorted geometry from the Open Molecules 2025 dataset. Energies are from wB97M-V/def2-TZVPD.

```
28
Properties=species:S:1:pos:R:3:forces:R:3
Mn -0.5823 0.5271 -0.0500 0.9 -3.4 3.0
F -3.1543 3.4281 -2.9956 0.0 0.1 0.1
C -2.7972 2.1859 -3.0896 0.0 0.1 -0.4
F -3.8004 1.3603 -3.0288 0.0 0.0 0.0
F -2.0080 1.9541 -4.1013 -0.1 0.0 0.0
S -1.7664 1.7824 -1.5383 -0.8 0.7 -0.5
O -1.5257 0.2759 -1.5930 -0.9 -0.6 -1.6
O -2.3826 2.0247 -0.2537 -0.5 0.3 0.1
N -0.3506 2.4568 -1.6245 0.0 -0.4 0.0
S 0.6118 2.8379 -0.4186 1.0 0.6 -0.6
O 0.3497 1.8650 0.7225 0.6 0.8 1.2
O 0.7413 4.1862 -0.0721 0.0 0.1 0.1
C 2.1634 2.0354 -1.1260 -0.2 -0.6 -0.1
F 2.4274 2.4501 -2.3190 -0.1 0.2 -0.2
F 3.1702 2.1550 -0.3231 0.0 0.1 0.3
F 1.7764 0.7040 -1.1802 0.2 0.5 0.0
N -1.7343 -0.4232 1.6853 0.1 0.9 -0.8
C -1.5969 -1.8872 1.6706 0.2 -0.2 -0.1
C -0.1128 -2.1975 1.6181 -0.3 0.0 0.1
N 0.4540 -1.5236 0.4364 -0.2 1.0 -0.7
H -1.3481 -0.0363 2.5433 -0.1 0.0 0.1
H -2.7077 -0.1343 1.6338 -0.1 0.0 0.1
H -2.1031 -2.2740 0.7846 -0.1 0.0 0.0
H -2.0532 -2.3441 2.5488 0.0 0.1 0.0
H 0.0468 -3.2747 1.5772 0.1 0.0 0.0
H 0.3850 -1.8090 2.5067 0.0 0.0 0.0
H 0.2412 -2.0503 -0.4072 0.2 -0.2 0.0
H 1.4650 -1.4672 0.5072 0.1 0.0 -0.1
```
Positions in Å, forces in eV/Å.

## Properties
HOMO energy (alpha / beta): -18.4652 / -19.3995 eV
Expectation value of S²: 6.063
Frontier orbital gap (alpha / beta): 6.566 / 10.011 eV
Net charge: +2
Multiplicity: 5
Energy relative to the best compared isomer or geometry (same formula, charge and spin): 40.42 kcal/mol